Entry 1:
13
Properties=species:S:1:pos:R:3:nbo_charge:R:1 method="wB97M-V/def2-TZVPD" mol_weight_g_mol=102.093 orbital_gap_ha="0.242 / 0.245" relative_energy_ev=3.959 e_tot_ha=-377.81384
O 1.73688 0.97267 -0.19579 -0.533
H 0.46832 -1.84773 -0.70338 0.184
O 3.10646 -0.69496 0.66562 -0.552
C -1.12919 0.18425 -0.59275 0.119
N -1.79014 1.41201 -0.49052 -0.830
H -1.66905 1.77232 0.40832 0.361
C 0.48158 -1.33556 0.28822 -0.549
C 2.43066 0.14244 0.17281 1.030
H -1.11116 -0.30409 -1.47885 0.174
H 1.04675 -1.77027 1.14737 0.216
H -0.44582 0.10455 1.26988 0.395
N -0.43381 -0.35605 0.41358 -0.415
H -2.69150 1.72041 -0.90451 0.399

---

Entry 2:
13
Properties=species:S:1:pos:R:3:nbo_charge:R:1 method="wB97M-V/def2-TZVPD" mol_weight_g_mol=102.093 orbital_gap_ha=0.380 smiles="NC(=O)CNC=O" relative_energy_ev=1.530 e_tot_ha=-377.90311
N -1.15933 1.48573 -1.10814 -0.863
O 1.56761 -1.29623 2.58131 -0.562
O 0.88467 0.86523 -1.76132 -0.563
H -0.97288 2.26359 -1.73589 0.389
H -1.49079 1.90440 -0.24592 0.378
N 0.07234 -0.63319 1.07457 -0.648
H -0.69352 -0.47479 1.70189 0.406
H 0.10898 -1.55476 -0.83765 0.226
C 1.38425 -0.93760 1.45187 0.529
H 2.10472 -0.71363 0.64909 0.136
H -1.42812 -0.80068 -0.40624 0.231
C -0.33619 -0.71104 -0.33446 -0.327
C -0.04174 0.60297 -1.02910 0.668

---

Entry 3:
13
Properties=species:S:1:pos:R:3:nbo_charge:R:1 method="wB97M-V/def2-TZVPD" mol_weight_g_mol=102.093 orbital_gap_ha=0.380 smiles="NC(=O)NCC=O" relative_energy_ev=2.355 e_tot_ha=-377.87278
H 0.20623 -1.08777 2.58204 0.406
H -1.40304 1.48970 -0.32990 0.218
C -0.68487 0.62996 -0.49169 -0.322
O 0.05512 1.64982 -2.39919 -0.514
H 1.44835 1.08273 -0.17912 0.423
N -0.26650 -1.08099 1.62068 -0.927
H -0.61856 -1.99108 1.35691 0.402
N 0.62110 0.62963 0.20902 -0.622
H -0.52186 -0.37452 -2.55868 0.116
H -1.23746 -0.27328 -0.24312 0.218
C -0.40938 0.63308 -1.94155 0.425
C 0.85619 -0.48803 1.03386 0.776
O 1.95467 -0.81925 1.34073 -0.600

---

Entry 4:
13
Properties=species:S:1:pos:R:3:nbo_charge:R:1 method="wB97M-V/def2-TZVPD" mol_weight_g_mol=102.093 orbital_gap_ha=0.346 relative_energy_ev=6.507 e_tot_ha=-377.72021
C 1.24447 -0.18385 0.14266 0.527
C -1.36496 0.91855 0.37280 0.293
C 2.31899 0.38807 -0.68770 -0.186
H -1.20564 0.13741 1.16537 0.136
H -2.12026 1.82904 0.49445 0.103
H 0.32850 -3.10869 0.38661 0.359
O -0.66146 0.80237 -0.53145 -0.512
N 0.18762 -2.21835 -0.17999 -0.641
H 3.37320 0.00119 -0.67519 0.200
O 1.79962 0.88973 0.66677 -0.457
N 0.60794 -1.14760 0.58551 -0.349
H 0.82001 -2.49590 -1.10354 0.315
H 2.23748 1.10827 -1.51750 0.210

---

Entry 5:
13
Properties=species:S:1:pos:R:3:nbo_charge:R:1 method="wB97M-V/def2-TZVPD" mol_weight_g_mol=102.093 orbital_gap_ha=0.327 smiles="N/C=C/CON=O" relative_energy_ev=4.790 e_tot_ha=-377.78332
H 2.47959 -1.46482 -0.22150 0.380
O -0.87142 3.11327 0.16474 -0.289
H 0.05952 -1.63850 -1.15170 0.202
C -0.11133 -0.84977 -0.43813 -0.373
H 0.60492 0.39936 1.06063 0.196
H -1.95109 -0.35635 0.57278 0.192
H -2.10882 -0.59541 -1.18912 0.209
H 2.78890 -0.26070 0.93128 0.384
C 0.84441 -0.40677 0.37423 0.041
C -1.46750 -0.20275 -0.39948 -0.111
N -0.99430 1.95682 0.42826 0.338
N 2.11721 -0.89333 0.52324 -0.799
O -1.39009 1.19895 -0.65521 -0.370

---

Entry 6:
15
Properties=species:S:1:pos:R:3:nbo_charge:R:1 method="wB97M-V/def2-TZVPD" mol_weight_g_mol=166.227 orbital_gap_ha=0.358 relative_energy_ev=0.464 e_tot_ha=-1174.22744
N 2.65568 -2.94663 0.07599 -1.064
S 1.02544 2.13560 -0.85381 0.398
H 0.84214 2.73818 1.42759 0.244
H 3.52243 -2.89874 0.69487 0.356
O -3.52970 0.95049 -0.19728 -0.929
C -0.30513 1.01341 -1.27793 -0.070
H 1.96142 -2.24466 0.58625 0.355
H -0.56862 0.76263 -2.38106 0.244
C 0.35303 2.08509 0.77053 -0.387
C -0.60113 1.12693 0.88158 -0.050
H -1.28495 0.90696 1.68680 0.243
O -2.97540 -1.43279 0.28959 -0.904
S -2.95050 -0.30470 -0.60469 1.695
N -1.05094 0.58468 -0.30512 -0.485
H 2.90623 -2.47646 -0.79333 0.353

---

Entry 7:
14
Properties=species:S:1:pos:R:3:nbo_charge:R:1 method="wB97M-V/def2-TZVPD" mol_weight_g_mol=118.092 orbital_gap_ha=0.342 smiles="COC(=O)/C(N)=N/O" relative_energy_ev=3.266 e_tot_ha=-453.08102
H 2.20285 -2.41515 -0.06774 0.198
C -0.43517 -0.50183 0.42770 0.747
O -1.34118 -1.24071 0.70332 -0.560
O 0.90134 -0.88082 0.18376 -0.493
C -0.55595 0.86356 -0.09019 0.214
H -1.93084 2.36910 -0.25081 0.405
H 0.82536 -2.76993 1.00662 0.189
N 0.55303 1.31204 -0.62437 -0.132
O 0.63238 2.70616 -0.63756 -0.576
H 0.56262 -2.69799 -0.75157 0.184
C 1.13389 -2.27952 0.08023 -0.260
H -2.38269 1.07935 0.78139 0.409
N -1.65109 1.57234 0.29565 -0.806
H 1.48546 2.88338 -1.05644 0.481

---

Entry 8:
14
Properties=species:S:1:pos:R:3:nbo_charge:R:1 method="wB97M-V/def2-TZVPD" mol_weight_g_mol=118.092 orbital_gap_ha=0.320 smiles="C=C(N)[N+](=O)[O-].C=O" relative_energy_ev=6.315 e_tot_ha=-452.96893
C -0.67195 2.68245 -0.40384 0.292
O -0.84276 -0.62286 -1.62928 -0.362
H -0.35156 -0.60533 2.09985 0.420
H 2.30112 -1.92608 -0.13648 0.213
H 1.16138 -1.51481 1.88183 0.388
C 0.31981 -1.09575 0.16393 0.238
H 1.24508 -1.15591 -1.58307 0.234
H -1.42253 2.31777 -1.26755 0.115
H -0.85787 3.73856 -0.01215 0.108
O -1.75827 -0.43358 0.25749 -0.390
O 0.06254 1.95724 0.16849 -0.512
N 0.26671 -1.25978 1.51839 -0.820
C 1.41890 -1.41505 -0.58106 -0.460
N -0.87060 -0.66689 -0.47654 0.537

---

Entry 9:
14
Properties=species:S:1:pos:R:3:nbo_charge:R:1 method="wB97M-V/def2-TZVPD" mol_weight_g_mol=118.092 orbital_gap_ha=0.354 relative_energy_ev=7.164 e_tot_ha=-452.93775
C 0.37531 -0.11853 -1.06545 0.411
N -0.79751 -0.84167 -0.57672 -0.406
O -1.79510 -0.84334 -1.59725 -0.565
H -2.33748 -1.89533 -1.39111 0.467
H 0.26319 -0.63848 -2.80876 0.372
H -1.16299 -0.55598 0.37993 0.374
O -0.45693 0.40200 2.44176 -0.616
H 1.32703 1.78586 -0.18434 0.225
H -0.69072 1.48637 0.36271 0.267
C 0.74444 0.14144 2.22482 0.649
H 1.62008 0.03060 3.08478 0.130
O 1.44009 0.33261 1.14415 -0.479
C 0.58574 0.94536 0.13202 -0.183
N 0.88485 -0.23092 -2.14655 -0.645

---

Entry 10:
14
Properties=species:S:1:pos:R:3:nbo_charge:R:1 method="wB97M-V/def2-TZVPD" mol_weight_g_mol=118.092 orbital_gap_ha=0.166 relative_energy_ev=7.979 e_tot_ha=-452.90779
O 2.61835 0.56672 -0.42651 -0.391
H -0.40286 -0.48744 -0.06361 0.331
C -2.97518 0.30456 -0.44222 0.604
C 0.29642 0.31000 0.10051 -0.169
H -0.07826 1.30161 -0.19666 0.288
C 1.75117 -0.21489 0.03061 0.559
H -4.01422 0.65085 -0.54809 0.123
N 1.02209 0.18957 1.40193 -0.360
N 1.99908 -1.61417 0.16366 -0.826
H 2.54978 -2.06143 -0.54764 0.396
O -2.44578 -0.58211 -1.15927 -0.678
H 1.28968 1.03152 1.74449 0.366
H 2.59127 -1.62173 1.07918 0.398
O -2.36233 1.11049 0.26576 -0.641

---

Entry 11:
15
Properties=species:S:1:pos:R:3:lowdin_spin:R:1 method="wB97M-V/def2-TZVPD" mol_weight_g_mol=149.066 orbital_gap_ha="0.173 / 0.301" multiplicity=3 charge=-1 e_tot_ha=-794.48916
O 1.12021 0.58426 0.93123 0.014
N -0.51427 0.66256 -0.81465 0.272
O 0.61077 3.19544 0.90496 0.001
H -1.34308 -2.51766 -0.41168 0.058
H -2.36233 -0.11298 -1.16773 0.056
H -0.90641 1.47446 -0.44967 0.013
C 0.76640 0.12433 -0.34150 0.018
H 1.50336 0.26153 -1.03740 0.009
P 1.71820 2.19265 1.08870 0.001
N 0.52601 -1.39387 -0.33324 0.241
H 1.84341 1.88097 2.47704 0.001
C -0.84725 -1.63321 -0.57733 0.660
O 2.93580 2.40811 0.37036 0.001
C -1.44485 -0.42329 -0.88060 0.638
H 0.93374 -1.73347 0.54070 0.019

---

Entry 12:
13
Properties=species:S:1:pos:R:3:nbo_charge:R:1 method="wB97M-V/def2-TZVPD" mol_weight_g_mol=118.161 orbital_gap_ha=0.308 relative_energy_ev=5.473 e_tot_ha=-700.68806
C 0.69901 0.40289 -0.78304 0.212
S -2.53404 -0.80758 -0.35439 -0.137
C 1.04324 -1.72624 0.38628 -0.465
C -1.63620 0.53116 0.24559 -0.079
H 0.47410 -2.44936 -0.15234 0.232
H 0.25854 -1.34201 1.19596 0.184
H -0.43307 2.83205 -0.65565 0.470
H 1.23429 0.95084 -1.62024 0.203
N -0.41497 1.00647 -0.06286 -0.195
H -2.14472 0.94116 1.21683 0.232
H 2.10299 -2.04267 0.82608 0.222
O -0.13761 2.31337 0.21082 -0.507
N 1.48845 -0.61008 -0.45304 -0.371

---

Entry 13:
13
Properties=species:S:1:pos:R:3:nbo_charge:R:1 method="wB97M-V/def2-TZVPD" mol_weight_g_mol=118.161 orbital_gap_ha=0.347 relative_energy_ev=2.573 e_tot_ha=-700.79464
H 3.41036 -0.25817 0.04067 0.169
O -0.76015 1.16484 0.45596 -0.616
N 1.80057 0.92912 -0.31476 -0.841
H 0.78406 1.13200 0.12963 0.433
C -2.33446 -0.37958 -0.18917 -0.756
H -2.84430 -0.44543 0.88905 0.261
H -2.87144 0.59466 -0.62752 0.261
C -0.94462 -0.03162 0.08672 0.329
S 0.11202 -1.48502 -0.02559 0.506
H -2.82116 -1.32462 -0.48743 0.259
C 2.33526 -0.27851 0.05781 0.324
H 2.45987 1.65183 -0.40136 0.382
N 1.67397 -1.26951 0.38600 -0.710

---

Entry 14:
13
Properties=species:S:1:pos:R:3:nbo_charge:R:1 method="wB97M-V/def2-TZVPD" mol_weight_g_mol=118.161 orbital_gap_ha=0.351 smiles="NN1C[C@H](S)C1=O" relative_energy_ev=5.248 e_tot_ha=-700.69636
H 2.15995 0.15803 -1.55464 0.377
N 1.47959 -0.36869 0.47702 -0.317
O 0.77223 1.90443 -0.03757 -0.537
H 3.40818 -0.48921 -0.33260 0.380
H -1.02968 0.29716 1.76863 0.261
N 2.41826 -0.61147 -0.75686 -0.685
C 0.20212 -1.27709 0.36768 -0.269
C -0.67057 -0.06022 0.69834 -0.437
S -2.28418 0.01240 -0.38288 -0.081
H 0.50663 -2.34968 0.92785 0.251
C 0.62685 0.77606 0.38900 0.669
H -0.03937 -1.42488 -0.86836 0.221
H -2.87191 -1.39672 -0.28538 0.167

---

Entry 15:
13
Properties=species:S:1:pos:R:3:nbo_charge:R:1 method="wB97M-V/def2-TZVPD" mol_weight_g_mol=118.161 orbital_gap_ha=0.389 relative_energy_ev=1.846 e_tot_ha=-700.82137
H 1.63948 -1.59845 -1.97489 0.109
S 0.31380 -1.68959 -1.95689 0.216
H -1.33372 1.07720 0.86301 0.229
H -0.64609 -2.38056 0.48699 0.190
C -0.13232 -1.42446 0.63101 0.280
C -0.49721 1.58203 0.35449 -0.732
O 0.54219 1.18496 -1.78032 -0.542
N 0.04700 -0.69425 -0.58853 -0.645
H 0.26742 1.91551 1.14804 0.235
C 0.09889 0.69059 -0.80622 0.702
H -0.92177 2.48486 -0.11062 0.246
H 0.51836 -0.10885 1.90117 0.339
N 0.10399 -1.03899 1.83277 -0.628

---

Entry 16:
13
Properties=species:S:1:pos:R:3:nbo_charge:R:1 method="wB97M-V/def2-TZVPD" mol_weight_g_mol=118.161 orbital_gap_ha="0.309 / 0.309" relative_energy_ev=6.551 e_tot_ha=-700.64846
C -1.47012 0.00758 -0.41742 -0.806
N -0.02901 0.98011 -4.25944 -0.385
H -0.35504 0.50885 2.04173 0.242
O 1.28422 0.59340 -1.13297 -0.614
N 1.29959 0.04820 -2.44987 -0.362
H 0.96186 1.76364 1.83279 0.238
H -1.97481 0.13496 -1.33044 0.237
H -1.44562 -0.92977 0.13003 0.230
H 1.38275 0.20777 1.06113 0.281
S -0.39939 1.22512 -0.25114 0.919
H 1.21278 -0.96182 -2.57547 0.379
C 0.48010 0.89603 1.42574 -0.731
C 0.59067 0.53275 -3.42408 0.372

---

Entry 17:
13
Properties=species:S:1:pos:R:3:nbo_charge:R:1 method="wB97M-V/def2-TZVPD" mol_weight_g_mol=118.161 orbital_gap_ha=0.345 relative_energy_ev=2.852 e_tot_ha=-700.78438
C 0.49630 -1.28138 0.04783 -0.119
O 2.16133 0.38740 0.24118 -0.518
H -0.88220 0.53215 -1.30165 0.142
H -1.21639 1.33918 1.28463 0.209
S 0.27050 1.18586 -1.40420 -0.028
H -2.13637 0.28178 2.45842 0.212
C 1.11910 0.08186 -0.23955 0.383
N -0.73422 -1.55614 0.22241 -0.190
H -2.50904 -1.21889 0.87820 0.377
H -0.45672 0.07967 2.21493 0.205
H 1.08569 -2.15579 -0.18872 0.219
C -1.38386 0.32198 1.70121 -0.450
N -1.67903 -0.68184 0.65401 -0.440

---

Entry 18:
13
Properties=species:S:1:pos:R:3:nbo_charge:R:1 method="wB97M-V/def2-TZVPD" mol_weight_g_mol=118.161 orbital_gap_ha=0.370 relative_energy_ev=1.308 e_tot_ha=-700.84114
H 1.16113 -0.43324 -0.67789 0.207
C -1.39287 -1.04370 -0.16620 0.298
H 0.81759 3.76948 0.26875 0.126
H -2.44408 -1.00820 -0.45830 0.177
N -0.84973 0.10012 -0.09716 -0.506
O 2.26950 1.82648 -0.26462 -0.556
C 0.58571 0.13686 0.07751 -0.376
H 0.95010 -0.13789 1.07290 0.217
C 1.09562 1.60255 -0.13700 0.454
H 0.14506 -2.34669 0.25258 0.393
H -1.32438 -3.08176 -0.17219 0.396
S -0.14330 2.87654 0.16088 -0.011
N -0.87035 -2.26054 0.14074 -0.819

---

Entry 19:
13
Properties=species:S:1:pos:R:3:nbo_charge:R:1 method="wB97M-V/def2-TZVPD" mol_weight_g_mol=118.161 orbital_gap_ha="0.307 / 0.308" relative_energy_ev=5.052 e_tot_ha=-700.70356
C -0.82341 0.93233 0.18393 0.813
O -1.68370 1.75667 0.18618 -0.537
H -1.96791 -1.23669 -0.65698 0.348
H 0.61317 -0.74477 -1.44585 0.197
N -0.55378 -0.28339 0.24822 -0.332
H 0.54702 -1.95466 -0.20110 0.230
S 2.16458 -0.33446 0.36223 0.238
N -1.66002 -1.21412 0.27368 -0.636
H 1.67143 1.70436 -0.82506 0.207
H -2.37035 -0.75938 0.89395 0.373
C 1.54158 1.28383 0.20672 -0.778
C 0.61934 -0.93450 -0.35105 -0.342
H 1.90205 1.78477 1.12512 0.220